DFT (ωB97M-V/def2-TZVPD) results for an isolated molecule of C5H8O at a distorted geometry.

The total energy is -270.47881 a.u. Its largest force on an atom is 1.1 eV/A. The energy above the lowest of the compared OMol25 structures with the same formula, charge and spin comes out at 49.6 kcal per mole. The gap between HOMO and LUMO is 10.45 eV.

The geometry in XYZ format:
```
14
Properties=species:S:1:pos:R:3:forces:R:3:mulliken_charge:R:1
C 1.948153 1.219069 0.752384 0.2 -0.3 0.6 -0.994
C 0.814849 1.502552 -0.180929 -1.0 -0.2 -0.3 -0.165
C 0.105340 0.465286 -0.560574 0.3 -0.2 0.1 0.117
C -0.380892 -0.731604 -0.791038 0.1 0.3 0.0 -0.475
C -1.416866 -1.404521 0.076640 0.3 0.1 0.1 -0.362
O -2.612772 -1.622932 -0.648358 -0.2 0.2 0.0 -0.529
H 1.637475 1.439949 1.780604 0.2 0.1 -0.1 0.248
H 2.122890 0.142291 0.701935 0.2 0.1 0.1 0.314
H 2.898022 1.724176 0.570973 -0.2 0.2 -0.2 0.337
H 0.462715 2.511230 -0.413466 0.3 -0.2 0.0 0.319
H -0.040341 -1.279626 -1.668419 -0.1 0.1 0.0 0.298
H -1.071753 -2.395723 0.394946 0.0 0.2 -0.1 0.275
H -1.592404 -0.807851 0.984876 0.0 -0.1 -0.2 0.291
H -2.874416 -0.762294 -0.999575 -0.1 -0.2 0.0 0.327
```
Positions in Å, forces in eV/Å.